1.
10
Properties=species:S:1:pos:R:3:forces:R:3 method="wB97M-V/def2-TZVPD" homo_energy_ev=-8.9 total_energy_ev=-8097.648 gap_ev=9.58 de_lowest_ev=1.666 largest_force_ev_per_a=3.681 smiles=Nc1ncn[nH]1 total_charge=0
N 0.2083 0.8452 0.0381 0.17 0.53 0.15
N 1.5006 0.7625 0.3725 0.30 0.06 0.11
N 0.7812 -1.2037 -0.5083 -3.28 0.90 1.40
N -1.7795 -0.1826 -0.2012 0.78 -0.63 -0.39
C -0.3415 -0.3023 -0.3651 1.65 -0.09 0.71
C 1.7993 -0.4813 0.0667 -0.69 0.27 0.05
H -2.1051 0.3737 0.5969 0.81 -0.56 -0.59
H -2.5539 -0.6891 -0.6095 0.98 -0.37 -0.32
H -0.2636 1.7252 0.1242 -0.11 0.12 0.10
H 2.7542 -0.8475 0.4858 -0.61 -0.23 -1.20

---

2.
50
Properties=species:S:1:pos:R:3:forces:R:3 method="wB97M-V/def2-TZVPD" homo_energy_ev="-2.7 / -3.4" total_energy_ev=-40020.984 spin_multiplicity=4 gap_ev="5.37 / 6.00" de_lowest_ev=0.064 largest_force_ev_per_a=0.562 s_squared=3.8222 total_charge=-1
Te -1.4194 4.1898 -2.1834 0.01 0.10 0.12
Tc -1.5126 1.6598 -2.3396 0.56 0.04 0.02
Si 0.8471 0.0942 -0.7095 -0.10 0.08 0.01
N -1.7903 0.7622 0.0585 -0.03 -0.03 0.07
C -3.4169 -0.8289 1.1361 -0.01 0.02 0.01
C 1.3788 -2.6506 -1.3555 -0.03 0.03 -0.04
C -3.0216 -0.1522 2.4440 0.00 0.01 0.01
C 0.3165 0.4453 -2.4373 -0.14 0.12 0.07
C -3.0065 0.8954 -3.0920 -0.32 -0.28 -0.09
C 4.7707 0.9707 0.5062 0.06 0.03 0.02
C 3.7489 3.0076 -0.2474 0.05 0.03 0.01
C 4.8510 2.3347 0.2672 -0.04 -0.02 -0.01
C 1.2328 -3.5948 1.2400 0.01 -0.05 0.02
C -0.4006 0.8511 0.5342 0.05 -0.02 -0.11
C 1.0137 -2.2521 0.9682 0.01 0.03 0.01
C 2.5769 2.3189 -0.5188 -0.01 -0.04 0.00
C 1.0776 -1.7489 -0.3339 0.01 0.01 0.00
C 3.5938 0.2848 0.2337 -0.04 -0.05 0.00
C -2.6850 1.6979 0.7491 -0.03 0.07 -0.02
C -2.8824 1.3673 2.2319 0.04 -0.03 0.00
C 1.5255 -4.4742 0.2057 0.00 0.04 -0.03
C 1.5992 -3.9965 -1.0954 0.01 -0.05 0.04
C 2.4772 0.9413 -0.2816 -0.02 0.09 -0.01
C -2.3225 -0.6201 0.0884 0.01 -0.05 -0.09
H -3.6408 1.6784 0.2204 0.00 0.02 0.02
H -3.7758 1.8887 2.5851 -0.01 0.00 -0.01
H 1.1743 -3.9573 2.2595 0.00 0.00 0.00
H -3.5699 -1.9016 1.2757 0.01 -0.01 0.00
H -0.1439 1.9158 0.5766 0.00 0.00 -0.02
H -2.0669 -0.5740 2.7747 0.00 0.00 0.00
H 1.0270 1.1321 -2.9111 0.03 -0.06 -0.01
H -3.7460 -0.3702 3.2318 0.00 0.00 0.00
H -4.3675 -0.4194 0.7824 0.00 -0.01 0.00
H -0.2843 0.4640 1.5592 0.04 -0.02 -0.01
H 1.8260 -4.6744 -1.9096 0.00 0.00 0.00
H -3.6413 0.2489 -2.4744 -0.07 0.07 -0.06
H 0.7869 -1.5818 1.7913 0.00 0.00 -0.01
H -3.4209 1.1677 -4.0631 0.00 -0.04 0.00
H 5.7678 2.8721 0.4782 0.00 0.00 0.00
H 5.6271 0.4386 0.9042 0.00 0.00 0.00
H 3.8026 4.0721 -0.4403 0.00 0.00 0.00
H 0.2109 -0.4332 -3.0736 -0.02 -0.05 0.06
H 1.4351 -2.2912 -2.3769 0.00 0.00 0.00
H 1.7281 2.8620 -0.9287 0.00 0.00 0.00
H -2.6879 -0.8936 -0.9059 0.00 0.01 0.03
H -2.2886 2.7038 0.6062 -0.02 -0.01 0.00
H -1.4977 -1.2988 0.3169 -0.01 0.01 -0.02
H 3.5459 -0.7829 0.4220 0.01 0.00 0.00
H 1.6940 -5.5239 0.4129 0.00 0.00 0.00
H -2.0463 1.7553 2.8179 0.00 0.00 0.00

---

3.
93
Properties=species:S:1:pos:R:3:forces:R:3 method="wB97M-V/def2-TZVPD" homo_energy_ev=-10.2 total_energy_ev=-208812.652 gap_ev=7.25 de_lowest_ev=1.938 largest_force_ev_per_a=0.350 total_charge=+1
Pb 0.3153 -0.1261 -1.0865 0.10 0.09 -0.22
Sb 0.2541 0.1884 2.0433 -0.02 -0.09 0.34
Se -2.5589 2.1171 -2.0717 0.06 0.03 0.04
Cl 2.7832 -6.1822 -3.2299 0.00 -0.01 0.00
Cl 0.6961 -4.5241 -4.8444 0.00 -0.01 -0.01
Cl -0.3390 -1.8197 -3.7271 -0.03 0.00 0.02
Cl 3.8166 -5.1288 -0.4907 0.00 -0.01 0.00
Cl 2.7753 -2.4431 0.6416 -0.03 0.07 -0.01
Si 2.2624 1.3727 3.1220 -0.04 -0.02 -0.02
Si -0.7220 -1.5012 3.7331 0.07 0.04 0.02
Si -1.5351 2.0123 2.0647 0.01 0.01 -0.08
O -2.5488 0.3232 -2.0545 0.05 -0.06 -0.05
N 1.7703 1.0340 -3.3373 0.00 0.01 0.02
N -2.6280 -3.7583 -1.1231 0.02 0.00 0.03
N -1.6594 -1.9104 -0.4432 -0.03 -0.03 0.09
N 2.9817 0.4087 -1.0017 0.00 -0.07 -0.07
N -1.6746 2.4944 -4.9146 -0.11 0.00 0.11
C 0.8654 -2.7178 -2.8300 0.00 -0.04 0.04
C 0.4144 -2.9897 3.7430 0.01 0.00 -0.03
C -2.4548 -1.9371 3.1733 0.00 -0.01 0.04
C -1.0034 -2.9998 0.0923 -0.01 -0.02 -0.02
C -4.7729 0.1637 -3.0119 -0.05 -0.03 -0.01
C 2.6897 -4.2031 -1.3973 0.00 -0.01 0.00
C 2.7201 1.9058 -2.8887 0.05 -0.04 0.11
C -1.5837 -4.1523 -0.3253 0.01 0.00 -0.01
C 3.0596 3.0828 -3.5835 0.01 -0.04 0.02
C -0.8090 -0.7671 5.4524 0.00 -0.01 0.01
C 3.6792 0.1498 3.1824 -0.03 -0.02 0.00
C 4.0529 3.9418 -3.0544 0.00 0.04 -0.01
C -3.7613 -1.7076 -1.8491 0.03 -0.02 -0.02
C -2.6578 -2.4017 -1.1594 -0.04 0.04 -0.02
C 2.6220 2.8067 1.9700 0.05 0.00 0.01
C 1.9313 2.0285 4.8409 0.02 0.02 0.01
C -5.9214 -0.5768 -3.2367 -0.01 -0.02 0.00
C 4.6831 3.6207 -1.8896 0.03 0.01 0.04
C 2.3789 3.3398 -4.7977 -0.01 -0.03 0.01
C -3.0642 1.2285 1.2973 0.00 -0.03 -0.04
C 4.3618 2.4332 -1.1948 -0.03 0.02 0.02
C 2.2190 -2.9789 -0.9259 -0.01 0.05 0.03
C 3.3968 1.5931 -1.6700 -0.22 0.00 -0.19
C -1.9240 2.6682 3.7702 -0.05 0.04 -0.02
C -4.9468 -2.4157 -2.0667 -0.01 0.00 -0.04
C 1.4434 2.4551 -5.2440 0.10 0.03 -0.05
C 1.1723 1.3075 -4.4720 0.04 -0.07 0.01
C 2.2244 -4.6800 -2.6222 -0.01 -0.02 0.00
C -0.9160 3.4290 0.9923 0.03 0.01 0.01
C -6.0162 -1.8701 -2.7518 -0.01 0.01 0.00
C -2.0207 2.3474 -3.8253 -0.07 -0.07 -0.11
C 1.3046 -2.2036 -1.6200 0.00 0.00 -0.09
C -3.7136 -0.3873 -2.3110 0.03 0.07 0.00
C 1.2959 -3.9347 -3.3482 -0.01 0.02 0.00
H 5.4489 4.2718 -1.4899 0.00 0.00 0.00
H -5.0519 -3.4146 -1.6630 0.00 0.02 -0.01
H -0.1409 -2.8793 0.7263 -0.01 0.00 0.01
H -2.6880 3.4467 3.6796 0.01 -0.01 0.03
H 1.4668 -2.7002 3.7625 -0.01 0.00 0.02
H 3.1050 -0.4024 -1.6021 -0.02 -0.01 0.01
H -0.2672 3.1035 0.1758 -0.05 -0.01 0.00
H -0.9698 -1.5745 6.1730 -0.03 0.01 -0.01
H 0.9021 2.6158 -6.1657 0.00 0.00 0.04
H -2.5566 -1.9816 2.0899 0.02 -0.01 -0.03
H 1.2952 2.9149 4.8127 -0.02 -0.03 0.00
H 4.5413 0.6038 3.6782 -0.01 0.01 -0.01
H -1.7634 3.9680 0.5579 0.02 0.01 0.03
H 2.4939 2.5429 0.9186 0.01 0.00 0.00
H -4.7145 1.1759 -3.3855 0.04 0.01 0.00
H 3.4798 0.2356 -0.1386 0.09 0.09 0.03
H 0.1007 -0.2446 5.7437 0.01 -0.04 0.00
H -3.1699 -1.2048 3.5542 0.00 0.00 -0.01
H -2.8177 0.4151 0.6083 0.02 0.03 0.02
H 1.9477 3.6370 2.1888 0.00 0.00 -0.03
H 0.4280 0.5957 -4.8134 0.04 0.06 0.03
H 2.8839 2.3193 5.2940 -0.01 0.03 -0.02
H 2.6122 4.2369 -5.3584 0.01 -0.01 0.01
H -2.7313 -2.9142 3.5799 -0.01 0.02 0.01
H -3.7122 0.8126 2.0718 0.01 -0.02 -0.02
H 3.6450 3.1712 2.0997 -0.01 0.00 0.03
H -1.0487 3.1158 4.2441 -0.01 -0.02 -0.02
H -0.3530 4.1443 1.5950 0.02 -0.01 0.00
H 3.9991 -0.1785 2.1919 -0.01 0.00 -0.03
H 0.2179 -3.5901 4.6354 -0.02 -0.01 -0.02
H -3.2324 -4.3703 -1.6430 0.00 -0.01 0.02
H 4.3040 4.8487 -3.5896 0.01 -0.01 0.00
H -6.9169 -2.4500 -2.8980 0.01 0.01 0.00
H -1.3502 -5.1872 -0.1457 -0.01 0.02 0.00
H 3.4043 -0.7425 3.7497 0.01 0.01 0.00
H 4.8889 2.1855 -0.2809 0.00 0.00 0.00
H -6.7413 -0.1320 -3.7841 0.00 -0.01 0.00
H -2.3131 1.8964 4.4354 0.01 -0.01 -0.02
H 1.4666 1.2980 5.5008 0.02 0.00 -0.01
H -1.6449 -0.0719 5.5444 0.04 0.02 -0.01
H 0.2638 -3.6298 2.8724 0.01 0.01 -0.01
H -3.6492 1.9779 0.7553 -0.04 0.02 0.05

---

4.
13
Properties=species:S:1:pos:R:3:forces:R:3 method="wB97M-V/def2-TZVPD" homo_energy_ev=-14.1 total_energy_ev=-15316.293 gap_ev=9.50 de_lowest_ev=2.905 largest_force_ev_per_a=4.326 smiles="C#CN/C(I)=[NH+]/C" total_charge=+1
I 0.5795 2.8245 1.2505 -0.39 -1.74 -0.49
N 0.3908 1.1166 -1.2001 -0.71 -1.72 2.31
N -0.0475 -0.2170 0.6786 -0.64 -1.33 -4.07
C -0.2540 -0.7134 2.0050 0.90 -1.89 0.60
C -0.0925 -0.9033 -2.7236 0.31 -0.95 -0.23
C 0.2126 0.9330 0.2179 1.25 3.52 -1.94
C 0.1739 0.0179 -2.0079 -0.04 1.42 0.44
H -0.1328 -1.7992 -3.3318 -0.16 0.58 0.27
H -0.2531 -0.8142 -0.2726 0.43 0.50 2.86
H 0.4648 -1.6561 2.1313 -1.97 1.95 -0.05
H 0.2627 2.0512 -1.5567 0.11 0.03 -0.10
H 0.0378 0.0608 2.7040 0.09 0.02 0.18
H -1.3420 -0.9009 2.1053 0.81 -0.40 0.21

---

5.
14
Properties=species:S:1:pos:R:3:forces:R:3 method="wB97M-V/def2-TZVPD" homo_energy_ev=-10.2 total_energy_ev=-11885.341 gap_ev=9.77 de_lowest_ev=3.203 largest_force_ev_per_a=0.875 smiles="O=[N+]([O-])c1ccccc1" total_charge=0
O 0.6176 -2.4722 -1.7087 0.27 0.03 0.20
O 0.4587 -2.9938 0.3736 0.31 -0.32 0.23
N 0.5028 -2.1918 -0.5299 -0.57 -0.01 -0.46
C -0.2644 1.4303 -0.8853 0.40 -0.56 -0.44
C -0.4784 1.7781 0.4296 -0.43 0.47 0.50
C 0.1409 0.1356 -1.1996 -0.38 0.67 -0.41
C -0.2754 0.8559 1.4433 0.33 -0.52 0.07
C 0.2560 -0.7845 -0.1861 0.41 -0.13 -0.41
C 0.1148 -0.4408 1.1316 -0.29 0.24 0.64
H 0.2702 -1.1813 1.9013 -0.06 -0.03 -0.01
H -0.4031 1.0959 2.4893 -0.10 0.25 -0.05
H -0.3905 2.1165 -1.7101 -0.08 0.22 0.16
H 0.3046 -0.1102 -2.2372 0.02 -0.33 0.06
H -0.8539 2.7623 0.6883 0.16 0.01 -0.09